Entry 1:
DFT (wB97M-V/def2-TZVPD) results for 2 unconnected molecules or ions with the total composition C3H4N2OS at a distorted geometry.

The geometry in XYZ format:
```
11
Properties=species:S:1:pos:R:3:forces:R:3
C -0.24125 1.50597 1.40235 -0.959 -0.974 -1.825
C 1.44316 0.47018 0.10634 -0.398 0.749 -1.087
C -0.26439 -1.91155 -2.03058 0.620 -0.689 0.762
N 0.99445 1.16636 0.95421 1.698 0.286 0.827
N -0.44640 1.60106 2.60878 -1.881 0.403 2.601
O 1.87714 -0.04670 -0.83014 0.881 -1.074 -0.555
S -0.60382 -2.79884 -0.74812 0.305 -0.488 0.332
H -0.93877 1.49601 0.55452 -0.465 0.413 0.457
H -1.05752 -1.29402 -2.31969 -0.747 1.165 -1.105
H 0.69954 -1.89141 -2.53759 -0.220 -0.012 0.013
H -1.46214 1.70294 2.83991 1.166 0.222 -0.420
```
Positions in Å, forces in eV/Å.

The value obtained for the LUMO energy is -0.427 eV. Its calculated total energy is -699.585553 hartree. The relative energy (zero: lowest compared OMol25 entry of this formula, charge and spin) is 54.3 kcal/mol. The calculation puts the strongest force on any atom at 0.0629 hartree/bohr.

---

Entry 2:
DFT (wB97M-V/def2-TZVPD) results for 2 unconnected molecules or ions with the total composition C3H9NS at a distorted geometry.

The geometry in XYZ format:
```
14
Properties=species:S:1:pos:R:3:forces:R:3
C -2.17794 0.57048 -0.15457 -1.113 -1.078 0.087
S -2.67098 -1.19301 -0.80247 0.218 1.541 0.264
H -1.73403 0.38425 0.81817 0.184 0.233 -0.083
H -1.48566 1.03569 -0.83477 0.234 0.007 -0.204
H -3.06884 1.24667 -0.02474 0.671 -1.079 -0.362
C 1.46014 0.20758 -0.01721 0.817 -1.460 0.872
C 1.86678 -1.02127 -0.41182 -0.715 -0.177 1.287
N 1.16799 0.62724 1.30157 -0.396 2.049 -0.841
H 1.35399 0.94674 -0.76813 -0.056 0.870 -0.460
H 2.14300 -1.22159 -1.43976 -0.244 0.138 0.069
H 1.84323 -1.90582 0.28317 0.318 1.113 -0.660
H -1.53645 -1.51512 -1.46626 -0.168 0.368 0.307
H 1.63610 0.16739 2.04771 0.333 -0.604 0.290
H 1.20267 1.67076 1.46911 -0.084 -1.923 -0.566
```
Positions in Å, forces in eV/Å.

The value obtained for the LUMO energy is 0.886 eV. Its calculated total energy is -572.593314 hartree. The relative energy (zero: lowest compared OMol25 entry of this formula, charge and spin) is 29.4 kcal/mol. The calculation puts the strongest force on any atom at 0.0438 hartree/bohr.